No. 1
Here is an isolated molecule of C8H12 at a distorted geometry from the OMol25 dataset. Energies are from ωB97M-V/def2-TZVPD.

Geometry as ORCA input:
```
! RIJCOSX wB97M-V def2-TZVPD def2/J DEFGRID3
* xyz 0 3
C 0.1407 0.5006 0.9116
C -0.5785 -0.9076 -1.8784
C -0.8834 -0.3155 0.5878
C -1.5367 -0.4590 -0.7932
C 0.8753 -0.9548 -1.5070
H 0.7881 -0.5102 2.5794
H -2.3833 -1.1228 -0.5202
H -0.8559 -0.7962 -2.8964
H 0.3506 -3.1579 -1.7019
C 0.8374 0.4575 2.2914
C 0.2980 -2.1309 -1.7418
H 1.7965 0.7271 2.1396
H 1.7693 -0.4170 -1.3224
H 1.4869 2.1109 0.3105
H 0.3422 1.1830 2.8483
H 0.0025 2.5835 0.7926
H -1.9871 0.5786 -0.9339
H -1.1779 -1.0406 1.3245
H 0.2108 1.8070 -0.7544
C 0.5046 1.8644 0.2639
*
```

Its expectation value of S² is 2.01. The energy relative to the best compared isomer or geometry (same formula, charge and spin) comes out at 282.17 kJ/mol. The frontier orbital gap (alpha / beta) is 0.2147 / 0.2916 Ha.

No. 2
Here is an isolated molecule of C8H12 at a distorted geometry from the OMol25 dataset. Energies are from ωB97M-V/def2-TZVPD.

Geometry as ORCA input:
```
! RIJCOSX wB97M-V def2-TZVPD def2/J DEFGRID3
* xyz 0 3
C -1.6027 -2.0858 0.0035
C -0.3247 0.4386 -0.0014
H 2.3248 -2.0432 -0.0131
C -0.5693 -1.0428 0.0013
H 0.0683 2.1131 -1.3037
H 0.0665 2.1230 1.2888
H -2.5941 -1.6459 0.0955
C 0.6939 -0.6715 -0.0042
H -0.3354 0.6315 2.1452
C 3.0380 -0.0640 0.0006
H -1.5579 -2.6601 -0.9232
H 4.0819 -0.3261 -0.0019
H -0.3795 0.6285 -2.1492
C -0.5767 1.2359 -1.2684
H -1.6029 1.5567 1.3309
C 2.0781 -0.9876 -0.0059
C -0.5637 1.2346 1.2690
H -1.6115 1.5762 -1.3065
H -1.4422 -2.7774 0.8317
H 2.7996 0.9866 0.0058
*
```

Its expectation value of S² is 2.01. The energy relative to the best compared isomer or geometry (same formula, charge and spin) comes out at 13.67 kJ/mol. The frontier orbital gap (alpha / beta) is 0.2185 / 0.2893 Ha.

No. 3
Here is a structure of composition C8H12 at a distorted geometry from the OMol25 dataset. Energies are from ωB97M-V/def2-TZVPD.

Geometry as ORCA input:
```
! RIJCOSX wB97M-V def2-TZVPD def2/J DEFGRID3
* xyz 1 2
H 3.0076 0.7517 0.3558
C -2.3328 -1.3911 -0.7738
H -1.7061 -0.7489 1.2613
C -0.6273 1.3028 0.0209
H 0.9495 -1.1951 2.2952
C 0.9387 0.2247 0.5484
C 1.2321 -0.2466 1.8667
H 1.6821 0.5434 2.4537
H -2.9658 -2.2416 -0.5599
H 1.1629 1.1326 -2.0443
C 2.1025 0.7460 -0.2407
H -0.7433 -2.0332 0.5826
H -1.8010 -1.4571 -1.7226
H 3.0485 1.3565 -1.9999
C 2.1123 1.0926 -1.5295
H -2.9524 -0.4978 -0.8992
C -1.3047 -1.1320 0.3138
H -1.3581 1.7630 0.6898
H -0.1346 2.0833 -0.5430
C -0.3102 -0.0530 -0.0755
*
```

Its expectation value of S² is 0.76. The energy relative to the best compared isomer or geometry (same formula, charge and spin) comes out at 237.73 kJ/mol. The frontier orbital gap (alpha / beta) is 0.3054 / 0.2860 Ha.

No. 4
Here is the ion C8H12 with charge +1 at a distorted geometry from the OMol25 dataset. Energies are from ωB97M-V/def2-TZVPD.

Geometry as ORCA input:
```
! RIJCOSX wB97M-V def2-TZVPD def2/J DEFGRID3
* xyz 1 2
C -0.0674 -0.0757 0.6964
H -2.4131 2.7234 2.1797
H 2.2294 -2.7562 -1.5402
C -1.4038 2.9661 1.8827
H 0.3166 -1.0698 -3.1534
H -1.0723 -0.9465 -2.2105
H 0.9461 0.2570 0.9296
H 2.7322 -1.6663 -0.2688
C -1.0512 0.8906 0.6646
H 0.3154 2.5914 0.7029
C -0.6648 2.2293 0.9818
C 0.7111 -1.4467 -1.0531
C 2.1761 -1.7211 -1.2096
C 0.0014 -1.0956 -2.1071
H 2.6928 -0.9756 -1.8097
C -0.0290 -1.4977 0.3055
H 0.5087 -2.1433 0.9959
H -1.0055 -1.9381 0.1282
H -0.9426 3.9035 2.1699
H -2.0531 0.6756 0.3064
*
```

Its expectation value of S² is 0.78. The energy relative to the best compared isomer or geometry (same formula, charge and spin) comes out at 96.33 kJ/mol. The frontier orbital gap (alpha / beta) is 0.3423 / 0.2159 Ha.

No. 5
Here is a structure of composition C8H12BN4S2SbSe4Sn from the OMol25 dataset. Energies are from ωB97M-V/def2-TZVPD.

Geometry as ORCA input:
```
! RIJCOSX wB97M-V def2-TZVPD def2/J DEFGRID3
* xyz 0 1
N 1.0825 -0.8999 -2.4173
H -0.3993 1.5199 3.4985
C -1.3802 1.0728 3.6592
C -1.0281 -1.2133 -2.9015
N -0.8973 -1.1939 -1.5340
C 0.1959 -1.0341 -3.4531
N -1.6092 -0.0152 2.7197
H 2.7789 -0.7801 -3.5952
H -1.9879 -1.3556 -3.3639
H -1.6116 -1.7027 4.0452
C -1.9130 -2.0097 1.8696
Sn 0.8048 1.6009 0.4069
B -2.1841 -1.4485 -0.6453
S 1.1704 -0.8300 0.2949
H -3.0559 -0.7605 -1.0983
C -1.6979 -1.3511 3.0334
H -2.4331 -2.6229 -0.6822
C 0.3936 -0.9951 -1.2612
Se 2.2580 2.5053 2.1564
H 0.5117 -0.9904 -4.4795
H -2.1455 1.8349 3.5347
H 3.0559 -1.4398 -1.9681
Se 3.5491 5.8372 0.3054
Se 5.1746 2.0374 -0.7942
C 2.5215 -0.6882 -2.5435
Sb 3.4789 3.5220 -0.0763
S -1.6516 1.6194 0.5182
H 2.7986 0.3041 -2.1904
Se 1.3962 2.8422 -1.6202
N -1.9479 -1.0896 0.8525
C -1.7531 0.1150 1.3893
H -2.0490 -3.0573 1.6744
H -1.4258 0.6669 4.6657
*
```

The energy relative to the best compared isomer or geometry (same formula, charge and spin) comes out at 4.56 kJ/mol. The frontier orbital gap is 0.2490 Ha.

No. 6
Here is a structure of composition C8H12BaCl4N4O2 at a distorted geometry from the OMol25 dataset. Energies are from ωB97M-V/def2-TZVPD.

Geometry as ORCA input:
```
! RIJCOSX wB97M-V def2-TZVPD def2/J DEFGRID3
* xyz 0 1
H -10.1544 7.2902 3.4623
H -13.3997 10.1042 -0.8846
H -14.6191 9.1021 -0.8480
C -12.4883 6.4692 4.6768
H -9.1175 8.5716 3.5030
C -13.4486 6.7301 7.3440
Cl -11.1782 5.7195 8.4014
Ba -12.8187 8.0321 1.8129
H -15.5136 9.1425 3.0139
C -15.8065 10.4620 1.4387
Cl -13.9180 6.9136 8.9490
N -10.2403 8.3114 1.7978
C -14.1963 7.2796 6.2735
H -9.6976 7.5970 1.2800
C -12.2027 6.0871 7.0729
Cl -15.6164 8.1508 6.6409
H -14.3598 11.6858 0.5371
C -11.7204 5.9890 5.7744
H -15.6727 11.2118 -0.5956
H -10.0618 9.2499 1.4824
C -14.9513 10.8267 0.2142
N -15.0571 9.9529 2.5562
H -16.6977 9.8716 1.1461
Cl -10.1755 5.3250 5.4531
H -16.2860 11.4678 1.7036
N -14.0984 9.7058 -0.2340
N -10.0781 8.2999 3.2351
O -14.3192 7.7134 3.9373
O -12.1399 6.3218 3.4561
C -13.7224 7.1608 4.9515
H -14.7970 10.6693 3.2187
*
```

The energy relative to the best compared isomer or geometry (same formula, charge and spin) comes out at 0.00 kJ/mol. The frontier orbital gap is 0.1690 Ha.

No. 7
Here is a cluster of 2 separate species, C8H12BrN4S in total at a distorted geometry from the OMol25 dataset. Energies are from ωB97M-V/def2-TZVPD.

Geometry as ORCA input:
```
! RIJCOSX wB97M-V def2-TZVPD def2/J DEFGRID3
* xyz 1 1
H 2.3535 -0.8901 0.8648
H 0.9744 4.9161 -1.3517
H 0.3833 -2.3479 -1.4860
C 0.8123 -1.3727 -1.7098
H -3.6786 0.0624 -0.7605
H 1.4253 -2.3646 1.1799
Br -1.0482 5.8449 0.9140
N -3.1633 -0.2401 0.0491
H -3.6609 -0.4696 0.8905
N -1.0434 -0.7472 1.0120
C 1.4281 -1.2739 1.2863
C 0.7428 4.1822 -0.6074
C 0.6606 2.1469 0.7538
H 0.7136 0.5569 -1.0113
H 1.4182 -1.0484 2.3509
C -1.8461 -0.3623 -0.0504
C -0.0400 4.2985 0.4949
H 1.8906 -1.3964 -1.5857
C 0.2676 -0.6590 0.6289
S 1.4861 2.6204 -0.6830
H -1.3547 -0.9657 1.9440
H -0.7063 3.0221 2.1733
C -0.1078 3.1081 1.2869
N 0.2178 -0.3492 -0.8122
N -1.1515 -0.1349 -1.1231
H 0.5625 -1.1025 -2.7344
*
```

The energy relative to the best compared isomer or geometry (same formula, charge and spin) comes out at 385.04 kJ/mol. The frontier orbital gap (alpha / beta) is 0.2325 / 0.2322 Ha.

No. 8
Here is a structure of composition C8H12CaCl3O18 at a distorted geometry from the OMol25 dataset. Energies are from ωB97M-V/def2-TZVPD.

Geometry as ORCA input:
```
! RIJCOSX wB97M-V def2-TZVPD def2/J DEFGRID3
* xyz -1 1
O -5.8359 -1.8790 -16.4679
H -7.8295 -11.0995 -17.2667
C -6.4629 -8.5158 -16.4790
O -7.5858 -6.9482 -7.4390
C -7.3148 4.4839 -12.3778
H -4.6916 5.2941 -11.4268
Cl -4.4113 -1.8690 -16.7088
Cl -7.8637 -6.0022 -8.5078
H -7.5871 5.0555 -10.3522
O -6.4180 3.4878 -10.3901
C -6.9886 2.6045 -11.1724
H -6.2931 -11.0556 -18.0660
C -5.5771 5.6349 -10.8902
O -4.0272 -0.5696 -17.2202
C -7.3665 -9.4824 -19.7657
H -6.6858 4.8222 -13.2012
H -8.5541 -9.3442 -17.8939
Cl -12.1842 -3.4546 -14.0858
O -6.8800 -8.2259 -17.7672
O -4.0125 -2.9945 -17.5951
O -7.3207 3.0255 -12.4267
Ca -7.1273 -3.3660 -12.8309
O -8.3018 -4.7499 -7.9815
O -13.0826 -4.0433 -13.1323
C -6.9672 -10.4588 -17.4515
O -6.1209 -7.7031 -15.6580
H -5.6508 6.5985 -11.3944
O -11.1647 -4.3961 -14.5824
O -8.7963 -6.4483 -9.5492
O -3.8023 -2.3511 -15.5463
H -7.8566 -8.6546 -20.2783
O -6.4217 -9.8057 -16.3039
O -6.9175 1.4179 -10.9625
H -8.2923 4.9630 -12.4349
C -7.5233 -9.3450 -18.2481
O -12.8917 -2.9699 -15.2188
H -6.3244 -9.5708 -20.0729
H -5.2885 5.8377 -9.8589
O -6.6515 -5.7550 -9.2586
C -6.7614 4.7060 -10.9720
O -11.4039 -2.4252 -13.4146
H -7.5948 -10.5000 -20.0825
*
```

The energy relative to the best compared isomer or geometry (same formula, charge and spin) comes out at 990.57 kJ/mol. The frontier orbital gap is 0.1573 Ha.

What did the second record say?
Here is an isolated molecule of C8H12 at a distorted geometry from the OMol25 dataset. Energies are from ωB97M-V/def2-TZVPD.

Geometry as ORCA input:
```
! RIJCOSX wB97M-V def2-TZVPD def2/J DEFGRID3
* xyz 0 3
C -1.6027 -2.0858 0.0035
C -0.3247 0.4386 -0.0014
H 2.3248 -2.0432 -0.0131
C -0.5693 -1.0428 0.0013
H 0.0683 2.1131 -1.3037
H 0.0665 2.1230 1.2888
H -2.5941 -1.6459 0.0955
C 0.6939 -0.6715 -0.0042
H -0.3354 0.6315 2.1452
C 3.0380 -0.0640 0.0006
H -1.5579 -2.6601 -0.9232
H 4.0819 -0.3261 -0.0019
H -0.3795 0.6285 -2.1492
C -0.5767 1.2359 -1.2684
H -1.6029 1.5567 1.3309
C 2.0781 -0.9876 -0.0059
C -0.5637 1.2346 1.2690
H -1.6115 1.5762 -1.3065
H -1.4422 -2.7774 0.8317
H 2.7996 0.9866 0.0058
*
```

Its expectation value of S² is 2.01. The energy relative to the best compared isomer or geometry (same formula, charge and spin) comes out at 13.67 kJ/mol. The frontier orbital gap (alpha / beta) is 0.2185 / 0.2893 Ha.